--- P ---
Entry from OMol25: a single C17H24N2O4S molecule (ωB97M-V with the def2-TZVPD basis set).

Geometry as XYZ:
```
48
Properties=species:S:1:pos:R:3:nbo_charge:R:1
C 0.89987 4.08616 1.49977 -0.2449
O 0.71536 2.70925 1.70838 -0.5644
C 0.58315 2.36928 3.07520 -0.0613
C 0.32682 0.87182 3.22067 -0.4269
C 1.52681 0.02050 2.79523 -0.2259
N 1.75707 0.11250 1.37379 -0.6142
C 1.34390 -0.85420 0.52377 0.6570
O 1.02177 -1.96987 0.89340 -0.6403
C 1.33168 -0.46803 -0.92042 -0.0952
C 0.96215 0.74548 -1.32461 -0.1298
C 0.75936 1.06195 -2.77604 -0.2922
N 0.46560 -0.12407 -3.54342 -0.6556
S -1.15444 -0.53748 -3.61162 2.3261
O -1.85258 0.66245 -3.97490 -0.9443
O -1.24774 -1.68081 -4.47085 -0.9409
C -1.65064 -1.00580 -1.95573 -0.3541
C -1.98844 -0.02668 -1.04404 -0.1981
C -2.25070 -0.38377 0.26711 -0.1799
C -2.17668 -1.71230 0.66907 0.0198
C -2.37223 -2.10143 2.09991 -0.6401
C -1.88378 -2.68739 -0.27990 -0.1941
C -1.61910 -2.33777 -1.59043 -0.1881
C 1.41125 -1.19429 -3.34593 -0.2319
C 1.58327 -1.59978 -1.87479 -0.4669
H 0.98396 4.23434 0.42483 0.1942
H 1.81367 4.44297 1.99073 0.1693
H 0.04884 4.66217 1.88151 0.1716
H 1.49964 2.65263 3.61714 0.1630
H -0.25490 2.93357 3.51266 0.1721
H -0.53001 0.59749 2.60415 0.2143
H 0.09016 0.66490 4.26486 0.2173
H 2.42668 0.34361 3.32810 0.1903
H 1.33708 -1.03211 3.01726 0.2376
H 1.87366 1.04999 1.01984 0.4118
H 0.73700 1.53537 -0.62271 0.2066
H -0.08024 1.74414 -2.91822 0.2433
H 1.65687 1.53653 -3.19628 0.2139
H -2.04891 0.99916 -1.37090 0.2326
H -2.50866 0.38129 0.98572 0.2027
H -2.79345 -1.28438 2.68030 0.2110
H -3.02543 -2.96763 2.18002 0.2222
H -1.40516 -2.37147 2.52372 0.2369
H -1.84259 -3.72321 0.02066 0.2168
H -1.39161 -3.07716 -2.34278 0.2416
H 1.05472 -2.03413 -3.94249 0.2418
H 2.36931 -0.85669 -3.75572 0.2006
H 2.59615 -1.97868 -1.71507 0.2291
H 0.90150 -2.40842 -1.60097 0.2453
```

- E_HOMO (eV) = -9.01
- total charge = 0
- SMILES string = COCCCNC(=O)C1=CCN(S(=O)(=O)c2ccc(C)cc2)CC1
- frontier orbital gap (eV) = 9.6

--- Q ---
Entry from OMol25: a single C17H24N2O4S molecule (ωB97M-V with the def2-TZVPD basis set).

Geometry as XYZ:
```
48
Properties=species:S:1:pos:R:3:nbo_charge:R:1
C -0.48188 -4.39168 -1.49594 -0.2516
O -0.20839 -3.85221 -0.22531 -0.4946
C 0.70747 -2.85559 -0.12410 0.3188
C 1.48172 -2.38885 -1.18131 -0.2956
C 2.37347 -1.34866 -0.98156 -0.1702
C 2.49653 -0.79011 0.27174 -0.3737
S 3.51264 0.66134 0.49568 2.3333
O 4.58796 0.64959 -0.45471 -0.9453
O 3.82304 0.79950 1.88886 -0.9429
N 2.53341 1.95839 0.10586 -0.6717
C 1.37854 2.09475 0.97275 -0.2384
C 0.31466 2.96407 0.31658 -0.3995
C -0.20465 2.27915 -0.95992 -0.3156
C -1.15654 1.14614 -0.55858 0.6922
O -0.86097 -0.03080 -0.59384 -0.6367
N -2.36423 1.58321 -0.13930 -0.6069
C -3.38290 0.70536 0.33889 -0.0645
C -4.82165 1.03131 0.08234 -0.4278
C -4.26083 1.13848 1.47270 -0.4289
C 0.96096 1.71233 -1.78770 -0.4285
C 2.31314 2.22488 -1.29668 -0.2324
C 1.75732 -1.26980 1.33888 -0.2032
C 0.85841 -2.30341 1.16098 0.0403
C 0.02925 -2.83416 2.28673 -0.6425
H -1.27817 -5.11859 -1.34142 0.2003
H -0.82480 -3.61914 -2.19062 0.1825
H 0.39209 -4.90012 -1.91582 0.1768
H 1.38857 -2.81634 -2.16662 0.2217
H 2.98237 -0.97355 -1.78900 0.2350
H 1.72254 2.53036 1.91495 0.2217
H 0.94336 1.10960 1.18962 0.2007
H 0.74046 3.93724 0.06929 0.2139
H -0.50168 3.12202 1.02417 0.2190
H -0.77437 3.00936 -1.54441 0.2167
H -2.57080 2.57004 -0.13697 0.3921
H -3.04935 -0.32208 0.28434 0.2461
H -5.49923 0.22315 -0.14225 0.2217
H -5.04903 1.94697 -0.44255 0.2112
H -4.55142 0.40428 2.20695 0.2219
H -4.11156 2.12631 1.88217 0.2109
H 0.93694 0.62391 -1.69349 0.2475
H 0.84054 1.96502 -2.84160 0.2157
H 2.39221 3.30588 -1.46398 0.1898
H 3.13325 1.74476 -1.83112 0.2443
H 1.90989 -0.82759 2.31169 0.2368
H -1.02703 -2.69495 2.06259 0.2226
H 0.27025 -2.32670 3.21625 0.2133
H 0.19848 -3.90307 2.40480 0.2235
```

- E_HOMO (eV) = -8.48
- total charge = 0
- SMILES string = COc1ccc(S(=O)(=O)N2CCC(C(=O)NC3CC3)CC2)cc1C
- frontier orbital gap (eV) = 9.0

Tell me which of them is the least stable. Sure, it is Q.